Record 1
{
  "formula": "C29H81BBr2ClF9N33O19S",
  "method": "ωB97M-V/def2-TZVPD",
  "elements": ["C", "C", "O", "N", "C", "C", "C", "C", "B", "Cl", "C", "Br", "C", "C", "Br", "S", "O", "O", "C", "F", "F", "C", "F", "F", "C", "F", "F", "C", "F", "F", "F", "H", "H", "H", "H", "H", "H", "H", "H", "H", "H", "H", "H", "H", "H", "H", "H", "H", "C", "O", "N", "N", "H", "H", "H", "H", "C", "O", "N", "N", "H", "H", "H", "H", "C", "O", "N", "N", "H", "H", "H", "H", "C", "O", "N", "N", "H", "H", "H", "H", "C", "O", "N", "N", "H", "H", "H", "H", "C", "O", "N", "N", "H", "H", "H", "H", "C", "O", "N", "N", "H", "H", "H", "H", "C", "O", "N", "N", "H", "H", "H", "H", "C", "O", "N", "N", "H", "H", "H", "H", "C", "O", "N", "N", "H", "H", "H", "H", "C", "O", "N", "N", "H", "H", "H", "H", "C", "O", "N", "N", "H", "H", "H", "H", "C", "O", "N", "N", "H", "H", "H", "H", "C", "O", "N", "N", "H", "H", "H", "H", "C", "O", "N", "N", "H", "H", "H", "H", "C", "O", "N", "N", "H", "H", "H", "H"],
  "coordinates": [[-0.5753, -3.8580, -0.4090], [0.6320, -3.4672, 0.3636], [0.8513, -4.0672, 1.3912], [1.5356, -2.4752, -0.0354], [1.2528, -1.1689, 0.6213], [-0.0594, -0.5871, 0.0553], [0.1000, 0.8440, -0.4573], [-0.7315, 1.1517, -1.7035], [-2.3199, 1.4081, -1.4411], [-2.8115, 1.2684, 0.3861], [-2.7931, 2.9147, -1.9114], [-2.3733, 3.3909, -3.7915], [-2.1219, 3.9350, -0.9334], [-1.4884, 5.1571, -1.5543], [-3.5154, 4.6382, 0.2638], [-3.2124, -0.0462, -2.3279], [-2.9819, 0.0400, -3.7412], [-2.7443, -1.3246, -1.8498], [-5.0868, 0.0189, -2.2254], [-5.4661, 1.1992, -2.6940], [-5.5337, -0.9011, -3.0964], [-5.7593, -0.2920, -0.8759], [-5.9660, 0.8391, -0.1993], [-4.9971, -1.0548, -0.1075], [-7.1374, -1.0180, -0.9646], [-7.6183, -1.0168, 0.2859], [-6.9948, -2.2896, -1.2991], [-8.2288, -0.3475, -1.8574], [-9.4188, -0.5721, -1.2860], [-8.2894, -0.9142, -3.0438], [-8.0859, 0.9530, -1.9556], [-1.4879, -3.5728, 0.0933], [-0.6029, -3.4733, -1.4168], [-0.5746, -4.9352, -0.4706], [2.4960, -2.7555, 0.1114], [1.1380, -1.3843, 1.6735], [2.0890, -0.5034, 0.4741], [-0.3026, -1.1860, -0.8081], [-0.7943, -0.6446, 0.8434], [1.1412, 0.9262, -0.7593], [-0.0212, 1.5710, 0.3357], [-0.2560, 1.9695, -2.2329], [-0.6282, 0.2865, -2.3497], [-3.8513, 3.0764, -1.8114], [-1.3518, 3.4578, -0.3562], [-2.1802, 5.7526, -2.1245], [-0.5939, 4.9193, -2.1050], [-1.1617, 5.7854, -0.7316], [-2.3469, 1.8124, -7.3768], [-1.4980, 2.5724, -6.9273], [-2.8749, 1.9757, -8.6425], [-2.8322, 0.7781, -6.6848], [-3.5712, 1.3677, -9.0264], [-2.5388, 2.7439, -9.1888], [-2.4906, 0.6330, -5.7465], [-3.5303, 0.1582, -7.0469], [-4.8019, 7.2107, -3.8107], [-4.4898, 6.7206, -2.7446], [-3.9633, 8.0203, -4.5302], [-6.0238, 6.9988, -4.3962], [-4.2194, 8.4254, -5.4122], [-3.0567, 8.2019, -4.1444], [-6.6693, 6.4081, -3.9083], [-6.2857, 7.3997, -5.2773], [-0.8398, 4.2224, 3.2085], [0.1028, 4.2676, 2.4399], [-1.1145, 5.2463, 4.0873], [-1.7018, 3.1695, 3.2726], [-1.8869, 5.2307, 4.7238], [-0.5069, 6.0418, 4.0687], [-1.5467, 2.4021, 2.6404], [-2.4796, 3.1359, 3.9015], [2.2847, -5.6918, 4.6062], [3.2737, -6.0892, 3.9811], [2.1667, -5.8913, 5.9581], [1.2598, -5.0483, 4.0304], [1.3705, -5.5820, 6.4827], [2.9120, -6.3710, 6.4241], [1.3014, -4.8769, 3.0354], [0.4578, -4.7317, 4.5543], [-2.2692, -4.3584, 6.0367], [-1.3018, -4.4270, 5.3001], [-2.5753, -3.2362, 6.7619], [-3.1392, -5.3858, 6.2232], [-3.3758, -3.1871, 7.3639], [-1.9736, -2.4381, 6.6749], [-2.9609, -6.2400, 5.7287], [-3.9324, -5.3287, 6.8349], [3.3230, -0.9539, 4.1997], [2.2454, -1.0844, 3.6494], [3.5165, -1.1947, 5.5326], [4.4432, -0.5458, 3.5251], [4.4033, -1.0755, 5.9905], [2.7225, -1.4933, 6.0649], [4.3512, -0.3625, 2.5412], [5.3358, -0.4347, 3.9664], [-3.8487, -4.7878, 10.5609], [-4.8722, -4.9604, 9.9141], [-3.7700, -5.0675, 11.8973], [-2.7078, -4.3065, 9.9946], [-2.9376, -4.9338, 12.4379], [-4.5935, -5.4249, 12.3423], [-2.7432, -4.0927, 9.0167], [-1.8541, -4.1617, 10.4980], [-3.1494, -8.8924, 8.0438], [-2.2371, -8.1181, 8.2563], [-2.9611, -10.1074, 7.4409], [-4.4458, -8.6058, 8.3897], [-3.7049, -10.7525, 7.2583], [-2.0252, -10.3468, 7.1714], [-4.6202, -7.7216, 8.8345], [-5.2108, -9.2299, 8.2210], [4.7817, -0.5168, -1.6261], [5.0546, -0.9106, -0.4979], [5.6602, 0.2242, -2.3693], [3.5862, -0.7893, -2.2211], [5.4710, 0.5475, -3.2990], [6.5452, 0.4376, -1.9539], [2.9234, -1.3393, -1.6972], [3.3401, -0.4699, -3.1388], [-5.5993, 11.0351, -7.0904], [-5.5338, 9.8229, -7.1896], [-6.6905, 11.7459, -7.5112], [-4.5910, 11.7852, -6.5515], [-6.7602, 12.7420, -7.4362], [-7.4497, 11.2283, -7.9111], [-3.7757, 11.2986, -6.2300], [-4.6336, 12.7817, -6.4631], [5.4391, 1.6441, 7.0253], [5.4893, 0.4290, 7.1209], [4.3513, 2.2845, 6.5114], [6.4689, 2.4555, 7.4205], [4.2897, 3.2800, 6.4188], [3.5833, 1.7131, 6.2046], [7.2836, 2.0129, 7.8003], [6.4410, 3.4537, 7.3450], [3.5137, -6.0318, -1.1508], [2.4798, -6.1946, -1.7766], [3.6166, -6.2986, 0.1843], [4.6632, -5.5602, -1.7339], [4.4578, -6.1647, 0.7118], [2.7943, -6.6363, 0.6475], [4.6276, -5.3453, -2.7116], [5.5169, -5.4192, -1.2299], [8.0425, 2.2459, -3.9642], [7.3985, 1.2870, -4.3550], [9.3892, 2.3630, -4.1713], [7.4713, 3.2926, -3.2937], [9.9272, 3.1491, -3.8609], [9.8457, 1.6174, -4.6619], [6.4824, 3.2486, -3.1220], [7.9893, 4.0877, -2.9720], [1.6452, 4.7880, -7.8440], [2.1026, 4.3008, -6.8297], [2.3344, 5.7433, -8.5648], [0.4311, 4.4589, -8.3669], [1.9769, 6.1633, -9.4002], [3.2282, 6.0273, -8.2140], [-0.1442, 3.7762, -7.8890], [0.0822, 4.8782, -9.2065], [7.9435, 4.5663, -7.7899], [8.7925, 5.3394, -7.3785], [7.5236, 4.5701, -9.0972], [7.3422, 3.6371, -6.9941], [6.8296, 3.9408, -9.4527], [7.9441, 5.2391, -9.7128], [7.6244, 3.6052, -6.0339], [6.6432, 2.9955, -7.3193], [1.9728, -9.7570, 2.9550], [1.9744, -10.9805, 2.9294], [0.9432, -9.0147, 2.4367], [2.9794, -9.0195, 3.4958], [0.9271, -8.0112, 2.4548], [0.1782, -9.5120, 2.0244], [3.7548, -9.5150, 3.8901], [2.9695, -8.0091, 3.5122]],
  "forces_ev_per_angstrom": [[-0.18, 0.27, -0.85], [0.40, -0.46, 0.82], [0.21, -0.73, 0.49], [0.33, 0.97, -1.60], [-1.02, -0.66, -0.13], [1.07, 0.40, 0.21], [0.47, -0.31, -0.29], [-0.53, -0.48, 0.64], [0.28, 1.30, -0.02], [-0.19, -0.29, -0.02], [0.37, 0.02, 0.63], [-0.20, -0.53, 0.25], [-0.23, 0.32, -1.27], [0.19, 0.54, 0.84], [0.06, -0.09, 0.33], [1.66, -0.71, 0.01], [-0.55, 0.87, -1.70], [-0.67, -0.46, 1.18], [0.51, -0.54, 0.16], [-0.27, 0.91, 0.02], [-0.09, -0.67, -0.44], [-0.28, 0.29, 0.04], [-0.26, 0.79, 0.06], [0.48, -0.81, 0.13], [0.07, 0.67, 0.17], [-0.21, 0.22, 0.70], [0.16, -0.71, -0.61], [-0.54, -0.86, 0.69], [-0.40, -0.03, 0.25], [0.32, 0.04, -0.84], [0.31, 0.62, -0.26], [-0.19, 0.27, 0.26], [0.02, 0.30, -0.20], [0.08, -0.41, 0.07], [-0.08, -0.26, 0.68], [0.24, 0.34, 0.41], [0.37, 0.08, -0.10], [-0.56, -0.31, -0.05], [-0.63, -0.16, -0.17], [0.34, 0.15, -0.11], [-0.21, 0.26, 0.22], [-0.23, 0.39, -0.20], [0.18, -0.17, -0.35], [-0.43, -0.04, -0.34], [-0.05, -0.30, 0.69], [-0.26, 0.01, -0.44], [0.17, -0.28, -0.49], [0.13, 0.17, 0.25], [0.09, 0.42, -0.26], [0.11, 0.17, -0.44], [0.13, 0.06, 0.02], [0.00, -0.53, 0.36], [-0.02, -0.01, 0.01], [-0.02, 0.02, 0.01], [-0.20, 0.01, 0.24], [-0.04, 0.01, 0.06], [0.02, -0.06, -0.11], [-0.04, 0.08, 0.06], [0.01, 0.19, -0.04], [-0.08, 0.07, 0.02], [-0.06, -0.01, -0.08], [0.03, -0.11, 0.02], [0.04, -0.06, 0.01], [0.05, 0.01, -0.01], [-0.26, -0.09, -0.04], [0.09, 0.06, 0.02], [0.10, -0.01, 0.09], [0.35, -0.10, 0.09], [-0.04, 0.01, -0.05], [-0.01, 0.02, -0.06], [-0.14, 0.05, -0.12], [-0.08, 0.03, -0.09], [-0.25, 0.26, 0.01], [0.07, -0.34, 0.00], [0.21, -0.05, 0.08], [0.08, -0.25, -0.05], [-0.06, -0.02, -0.07], [0.00, -0.01, -0.01], [-0.04, 0.28, 0.06], [-0.03, -0.01, -0.14], [-0.31, -0.15, 0.13], [0.06, 0.07, 0.14], [0.23, 0.12, 0.25], [-0.02, -0.07, -0.18], [-0.17, 0.15, -0.22], [-0.03, 0.02, -0.09], [0.05, -0.04, 0.07], [0.02, -0.04, 0.04], [0.20, -0.07, -0.09], [-0.09, 0.06, 0.20], [-0.05, 0.02, 0.01], [-0.07, 0.10, -0.04], [-0.06, 0.17, 0.08], [-0.02, -0.09, -0.06], [0.03, -0.08, -0.03], [0.00, -0.04, 0.03], [0.19, -0.05, 0.00], [-0.03, -0.09, -0.07], [-0.09, 0.02, -0.04], [-0.17, 0.11, 0.15], [0.02, -0.02, -0.01], [-0.01, -0.01, 0.00], [0.27, -0.09, -0.07], [0.02, -0.05, -0.02], [-0.20, -0.05, 0.01], [0.12, 0.08, 0.03], [0.02, 0.04, 0.05], [0.06, 0.04, -0.02], [0.00, 0.00, -0.02], [0.01, 0.02, -0.03], [0.00, 0.02, 0.02], [-0.01, 0.00, -0.01], [-0.08, 0.06, -0.06], [0.02, 0.01, 0.06], [-0.36, -0.06, 0.23], [0.10, -0.09, 0.13], [0.17, -0.07, -0.06], [0.06, -0.06, -0.07], [-0.14, -0.01, -0.07], [-0.01, 0.04, 0.02], [0.00, 0.14, 0.06], [0.04, -0.15, 0.08], [0.03, -0.04, -0.02], [-0.02, -0.05, -0.06], [0.00, 0.00, 0.01], [0.00, -0.02, 0.01], [0.00, 0.00, 0.03], [0.00, 0.00, 0.02], [-0.23, 0.20, -0.18], [0.30, -0.16, 0.12], [0.00, -0.06, 0.12], [0.00, -0.07, 0.04], [0.00, 0.00, -0.05], [0.03, -0.02, -0.08], [0.00, -0.02, -0.01], [-0.01, 0.00, -0.02], [0.01, 0.03, 0.19], [0.07, 0.02, -0.05], [0.00, -0.08, -0.20], [-0.04, -0.11, -0.08], [-0.07, 0.06, 0.10], [0.01, 0.07, 0.09], [-0.03, 0.05, 0.00], [-0.02, 0.07, 0.03], [0.15, 0.17, 0.19], [0.04, 0.07, -0.15], [-0.05, -0.09, -0.01], [-0.09, -0.09, -0.11], [0.00, 0.02, -0.03], [-0.01, 0.00, -0.03], [0.00, 0.01, 0.02], [-0.01, 0.01, 0.00], [-0.15, 0.09, -0.11], [0.13, -0.01, -0.02], [0.09, -0.01, -0.04], [0.01, -0.18, 0.03], [-0.01, 0.02, 0.01], [0.01, 0.01, 0.04], [-0.11, -0.06, 0.23], [0.03, 0.06, 0.01], [-0.12, -0.11, -0.03], [0.04, 0.03, 0.00], [0.03, 0.01, 0.04], [0.06, 0.06, -0.14], [-0.01, 0.01, 0.02], [0.01, 0.01, 0.01], [-0.04, -0.02, 0.05], [-0.01, 0.02, 0.07], [0.08, 0.07, 0.04], [-0.07, -0.02, 0.00], [-0.02, -0.03, 0.00], [-0.14, -0.01, -0.10], [-0.01, 0.01, 0.05], [0.01, 0.00, -0.04], [0.00, -0.02, -0.01], [0.21, 0.15, 0.16]],
  "total_charge": -1,
  "homo_ev": -5.9,
  "total_energy_ev": -308060.713,
  "homo_lumo_gap_ev": 7.43,
  "largest_force_ev_per_a": 2.0
}

Record 2
{
  "formula": "C33H57IIrN2O2Si",
  "method": "ωB97M-V/def2-TZVPD",
  "elements": ["O", "O", "C", "C", "H", "H", "H", "H", "H", "C", "C", "H", "H", "H", "H", "H", "C", "C", "C", "H", "H", "H", "H", "H", "C", "H", "H", "H", "H", "H", "H", "N", "C", "C", "C", "C", "H", "H", "H", "C", "H", "H", "H", "N", "C", "C", "C", "C", "H", "C", "H", "C", "H", "C", "C", "C", "C", "C", "C", "H", "C", "H", "C", "H", "C", "C", "Ir", "H", "H", "H", "H", "H", "H", "H", "H", "H", "H", "H", "H", "H", "C", "Si", "H", "H", "C", "C", "C", "H", "H", "H", "H", "H", "H", "H", "H", "H", "I"],
  "coordinates": [[-3.4803, 0.5193, -0.8179], [-1.7456, 0.4407, -6.3853], [-3.8887, -0.8289, -1.1171], [-5.1467, -1.1077, -0.3184], [-3.0817, -1.5318, -0.8331], [-4.0472, -0.9559, -2.2039], [-4.8899, -1.1096, 0.7541], [-5.5906, -2.0725, -0.5960], [-5.8913, -0.3177, -0.4990], [-3.2967, 1.3684, -1.9636], [-3.9900, 1.0389, -3.2763], [-2.2094, 1.4365, -2.1307], [-3.6277, 2.3353, -1.5875], [-3.3306, 0.4617, -3.9253], [-4.1619, 1.9999, -3.7586], [-4.9409, 0.5217, -3.2123], [-0.7026, 1.3348, -6.0222], [-1.3295, -0.8875, -6.6936], [-1.2600, 2.7457, -5.8867], [0.0820, 1.3146, -6.7932], [-0.2477, 1.0502, -5.0510], [-1.7888, 3.0540, -6.7971], [-0.4357, 3.4430, -5.7089], [-1.9602, 2.8372, -5.0441], [-2.2602, -1.4847, -7.7432], [-1.4038, -1.5247, -5.7875], [-0.2913, -0.9189, -7.0589], [-3.3001, -1.4578, -7.4138], [-1.9814, -2.5231, -7.9262], [-2.1800, -0.9395, -8.6893], [0.7714, -1.6612, -1.6849], [0.1401, -1.2066, 1.7389], [1.2848, -1.8400, 2.0542], [2.5030, -1.4283, 1.5579], [2.8230, -0.2529, 0.9172], [1.2016, -3.0001, 2.9864], [0.5743, -3.8004, 2.5796], [0.8228, -2.6812, 3.9732], [2.2074, -3.4047, 3.1340], [4.2512, 0.0506, 0.5779], [4.6770, 0.8476, 1.2130], [4.3728, 0.2851, -0.4864], [4.8490, -0.8405, 0.7977], [1.8889, 0.6703, 0.6414], [-1.1160, -1.6727, 2.2328], [-1.7585, -2.7968, 1.6860], [-1.1314, -3.6801, 0.6546], [-3.0523, -3.0516, 2.1412], [-3.5948, -3.8987, 1.7073], [-3.6358, -2.2612, 3.1348], [-4.6459, -2.4934, 3.4768], [-2.9312, -1.2021, 3.7304], [-3.3584, -0.5814, 4.5101], [-1.6283, -0.9341, 3.2864], [-0.7489, 0.1597, 3.8228], [2.2520, 1.9977, 0.2553], [2.1536, 2.4212, -1.0767], [1.6333, 1.4901, -2.1356], [2.4656, 3.7486, -1.3684], [2.3813, 4.0643, -2.3964], [2.8171, 4.6496, -0.3668], [3.0180, 5.6776, -0.6342], [2.8866, 4.2209, 0.9521], [3.1313, 4.9314, 1.7402], [2.6002, 2.8918, 1.2773], [2.5723, 2.4001, 2.6810], [0.1896, 0.7741, 1.6543], [-1.8081, -3.7934, -0.2042], [-0.9671, -4.6872, 1.0651], [-0.1772, -3.2910, 0.2874], [0.2273, -0.2112, 4.1653], [-1.2349, 0.6645, 4.6554], [-0.7224, 1.1342, 3.1626], [1.0318, 2.0484, -2.8799], [0.9624, 0.7345, -1.6918], [2.4531, 0.9588, -2.6652], [1.6897, 1.7004, 2.8632], [2.4501, 3.2405, 3.3751], [3.5016, 1.8678, 2.9494], [3.3392, -2.1020, 1.7419], [0.1577, -2.0494, -2.4738], [1.3859, -3.2384, -3.2154], [-0.7271, -2.5563, -2.0625], [-0.1744, -1.2442, -3.1462], [0.4772, -4.7274, -3.8949], [2.3688, -3.5952, -1.6600], [2.3422, -1.9855, -4.2416], [1.6851, -1.1741, -4.5871], [2.8825, -2.4095, -5.1011], [3.0731, -1.5059, -3.5721], [-0.2765, -5.0651, -3.1597], [1.1787, -5.5568, -4.0505], [-0.0686, -4.5469, -4.8366], [1.6871, -3.7267, -0.8097], [2.9714, -2.7089, -1.4187], [3.0308, -4.4671, -1.7239], [-1.0742, 2.5883, 0.6408]],
  "forces_ev_per_angstrom": [[-0.33, -0.88, -0.85], [0.28, 0.00, -0.07], [0.28, 0.18, -0.03], [-0.07, -0.04, 0.13], [-0.17, 0.28, -0.02], [0.01, -0.03, 0.63], [-0.25, -0.02, -0.37], [0.12, 0.13, 0.15], [0.23, -0.26, 0.04], [0.34, 0.09, 0.85], [0.44, 0.23, -0.17], [-0.15, 0.09, -0.20], [0.00, 0.18, -0.18], [-0.12, -0.07, -0.08], [-0.07, -0.05, -0.23], [-0.19, 0.11, 0.24], [-0.13, 0.04, 0.19], [-0.41, -0.31, 0.18], [-0.19, -0.03, -0.02], [-0.05, -0.03, 0.14], [-0.06, -0.14, -0.31], [0.17, -0.11, 0.17], [-0.07, -0.05, -0.05], [0.17, -0.16, -0.22], [0.19, 0.28, -0.08], [0.26, 0.34, -0.15], [-0.15, 0.18, 0.13], [0.08, 0.03, 0.03], [-0.02, -0.02, 0.01], [-0.04, -0.05, 0.16], [-0.06, 0.74, 0.75], [0.39, -1.77, 0.53], [-1.80, -0.15, -0.12], [1.08, -0.85, 0.23], [-0.16, 1.67, -0.81], [0.61, -0.55, 0.21], [0.03, 0.20, 0.26], [-0.05, -0.17, -0.45], [-0.21, -0.02, 0.06], [0.60, -0.59, 0.20], [-0.38, -0.08, -0.46], [-0.04, 0.20, 0.30], [-0.04, 0.14, -0.18], [1.76, -0.35, -0.17], [0.46, -0.98, -0.48], [-0.34, 0.54, 0.33], [-0.02, -0.20, -0.34], [0.14, 0.03, 0.18], [0.10, 0.36, 0.23], [0.05, 0.25, 0.36], [0.28, 0.13, -0.13], [0.44, -0.43, -0.53], [-0.10, -0.19, -0.02], [-0.90, 0.32, -0.07], [-0.85, 0.24, 1.09], [0.71, 0.66, -0.64], [-0.03, -0.08, 0.22], [-0.19, -0.25, -0.38], [-0.18, -0.29, 0.33], [0.02, 0.17, -0.11], [0.03, -0.37, -0.17], [0.04, 0.03, 0.11], [-0.15, -0.14, 0.06], [-0.05, -0.20, -0.11], [-0.10, 0.06, -0.41], [-0.08, -0.07, 1.14], [-0.91, 0.27, -1.37], [0.22, 0.02, 0.17], [-0.01, 0.22, -0.10], [-0.23, -0.06, 0.04], [-0.17, 0.37, -0.17], [0.02, -0.14, 0.35], [-0.17, -0.46, 0.98], [0.45, -0.26, 0.28], [0.32, 0.21, -0.21], [-0.48, 0.26, 0.24], [1.46, 0.98, 0.10], [0.14, -0.19, -0.09], [-0.38, 0.09, 0.00], [-0.21, 0.21, 0.08], [-1.10, -0.27, -0.51], [-0.72, 0.98, 0.38], [0.21, 0.27, 0.09], [0.08, -0.23, 0.25], [0.12, -0.32, -0.28], [0.44, -0.53, 0.13], [0.52, -0.30, -0.60], [0.07, -0.41, -0.08], [-0.03, 0.31, 0.20], [-0.06, -0.23, -0.19], [0.39, 0.21, -0.16], [-0.23, 0.03, -0.11], [0.33, 0.03, 0.31], [0.07, -0.20, -0.18], [0.00, -0.17, -0.13], [-0.04, 0.17, 0.16], [-1.18, 1.20, -0.58]],
  "total_charge": 1,
  "homo_ev": [-9.8, -11.3],
  "total_energy_ev": -61028.812,
  "homo_lumo_gap_ev": [6.89, 5.74],
  "s_squared": 6.04,
  "largest_force_ev_per_a": 1.9,
  "multiplicity": 5,
  "relative_energy_kcal_mol": 18.2
}